Entry 1:
A molecular structure, C12H27AsIN2S2V, computed with ωB97M-V/def2-TZVPD.

XYZ file:
```
46
Properties=species:S:1:pos:R:3:forces:R:3
V -0.18294 0.04902 -0.06538 0.076 0.097 0.278
I 1.50235 0.99352 1.57509 -0.054 -0.061 -0.088
C -0.41419 -3.68007 -1.62034 -0.048 0.024 -0.165
C 0.14057 -3.66069 -0.20600 0.058 -0.108 0.198
As -0.70798 -2.28771 0.88099 0.040 0.064 -0.152
C -2.61556 -2.68346 0.81682 -0.044 0.100 0.014
C -2.94925 -4.12311 1.18587 -0.003 -0.084 0.003
C -0.12521 -2.57357 2.71741 -0.083 -0.035 0.014
C 1.35290 -2.92642 2.81736 0.054 0.005 -0.014
H 0.13694 -4.38735 -2.23914 -0.003 -0.022 0.019
H -0.33345 -2.69994 -2.10263 -0.005 -0.012 0.049
H -1.46447 -3.97204 -1.64960 0.014 0.005 0.032
H 1.21477 -3.46545 -0.19381 -0.039 0.015 0.008
H -0.01153 -4.61688 0.30024 0.005 0.033 -0.039
H -2.95979 -2.43596 -0.18984 0.036 -0.031 0.004
H -3.09372 -1.97054 1.49270 0.007 -0.036 -0.016
H -2.39688 -4.84351 0.58097 -0.010 0.018 -0.003
H -4.00915 -4.31153 1.01834 -0.009 0.030 0.015
H -2.74582 -4.33270 2.23551 0.027 0.006 -0.011
H -0.75601 -3.37226 3.11274 0.036 0.016 -0.006
H -0.36134 -1.66297 3.26959 0.007 -0.009 -0.025
H 1.57315 -3.88304 2.34387 -0.008 0.014 -0.003
H 1.64264 -3.00791 3.86407 -0.019 -0.004 0.008
H 1.98544 -2.16103 2.36428 -0.005 -0.008 0.002
C 0.20137 -0.18363 -3.60606 0.008 0.001 0.025
S 0.98335 0.49678 -2.12544 0.021 0.055 -0.101
C 2.65104 -0.19765 -2.18173 -0.066 -0.031 0.037
H 0.30403 -1.26502 -3.63131 0.003 0.010 -0.032
H 0.68240 0.26760 -4.47102 0.004 -0.015 -0.001
H -0.84937 0.10032 -3.59293 0.007 0.002 0.007
H 3.14217 0.20395 -3.06498 0.010 -0.010 -0.004
H 2.61363 -1.28383 -2.22029 0.004 0.012 0.004
H 3.16601 0.14000 -1.28513 0.009 -0.008 -0.017
C -0.70044 3.96313 -0.94234 -0.031 -0.022 0.058
N -1.09945 3.77022 0.44967 -0.035 0.015 0.096
C -0.94949 4.70424 1.45389 0.026 0.014 0.038
C -1.45461 4.16666 2.58788 0.026 0.067 0.041
N -1.90138 2.91208 2.25507 0.042 0.026 -0.166
C -1.67221 2.67758 0.95615 -0.131 -0.271 -0.026
S -2.16555 1.22702 0.11991 0.019 0.035 -0.021
H -0.26624 4.95420 -1.02886 -0.004 -0.007 -0.043
H -1.57544 3.88647 -1.58396 0.039 -0.012 -0.034
H 0.04364 3.21689 -1.21398 -0.004 0.039 -0.041
H -0.50490 5.66407 1.26348 0.005 0.035 0.043
H -1.54100 4.56382 3.58289 0.009 0.030 0.005
H -2.34766 2.25131 2.87291 0.009 0.017 0.008
```
Forces are in eV/Å.

Summary:
2S+1 ... 3
Total charge ... +2
DFT total energy ... -132146.922 eV
Energy above the lowest of the compared OMol25 structures with the same formula, charge and spin ... 0.000 eV
HOMO (spin up / spin down) ... -15.1 / -15.4 eV
LUMO (spin up / spin down) ... -7.6537 / -6.8075 eV



Entry 2:
C20H24N2O2 in the gas phase, computed with ωB97M-V/def2-TZVPD.

XYZ file:
```
48
Properties=species:S:1:pos:R:3:forces:R:3
O 1.30128 1.88051 -2.47301 0.146 0.259 -0.383
C 1.07526 1.33657 -1.41379 0.074 -0.047 0.499
C 1.64484 1.83788 -0.08550 0.000 0.104 -0.220
C 0.63997 1.76195 1.02420 0.064 -0.015 0.223
C -0.41832 2.66374 1.06935 0.101 -0.031 0.028
C -1.36982 2.58711 2.06635 0.009 -0.048 0.034
C -1.29715 1.59985 3.04763 0.224 -0.043 -0.185
C -2.30927 1.51844 4.11082 -0.199 -0.013 0.210
C -2.81305 0.28604 4.52035 0.050 0.055 -0.045
C -3.76565 0.21168 5.51936 -0.038 -0.066 0.079
C -4.22657 1.36619 6.12943 -0.054 -0.002 0.056
C -3.73065 2.59664 5.73210 -0.083 0.054 0.050
C -2.78213 2.67343 4.72946 0.043 -0.055 -0.056
C -0.24060 0.69457 2.99876 -0.171 0.047 0.052
C 0.71320 0.77573 2.00139 0.060 0.082 -0.123
N 0.33240 0.21620 -1.29619 -0.122 -0.281 0.124
C -0.33400 -0.42724 -2.40454 -0.042 -0.215 -0.103
C 0.10714 -1.88329 -2.60264 -0.093 0.178 -0.140
N 1.16332 -2.02052 -3.58593 -0.016 -0.091 0.048
C 1.40887 -3.41442 -3.91454 0.219 0.001 -0.248
C 2.45073 -3.49351 -5.02992 -0.322 -0.231 0.087
O 3.65826 -2.88319 -4.64609 0.150 -0.086 0.048
C 3.43292 -1.53310 -4.31130 -0.078 0.272 0.259
C 2.41086 -1.39071 -3.18440 0.226 -0.001 -0.275
H 1.97438 2.86562 -0.24519 0.016 -0.100 -0.053
H 2.52254 1.22958 0.14674 0.012 0.043 -0.002
H -0.49098 3.42980 0.31105 -0.026 0.098 -0.094
H -2.19164 3.28784 2.07703 -0.083 0.061 0.005
H -2.46932 -0.61741 4.03728 0.029 -0.067 -0.051
H -4.15173 -0.75079 5.82254 -0.032 -0.067 0.013
H -4.96914 1.30719 6.91131 -0.056 -0.003 0.059
H -4.08361 3.50035 6.20734 -0.017 0.065 0.039
H -2.38620 3.63466 4.43540 0.042 0.081 -0.025
H -0.15323 -0.06514 3.76182 0.001 -0.056 0.081
H 1.53378 0.07067 1.99042 0.098 -0.041 -0.009
H 0.16918 -0.16196 -0.37518 0.016 0.157 -0.045
H -1.41472 -0.39865 -2.22858 0.083 0.022 -0.077
H -0.10645 0.15147 -3.30154 -0.105 -0.061 0.062
H -0.74529 -2.45824 -2.97350 0.021 -0.013 0.074
H 0.39896 -2.30891 -1.62268 -0.044 -0.032 -0.051
H 0.47598 -3.86839 -4.25675 0.014 -0.037 0.020
H 1.77631 -3.97863 -3.03754 -0.042 0.001 -0.042
H 2.68919 -4.53323 -5.26153 -0.076 0.057 -0.024
H 2.05038 -2.99887 -5.92760 0.015 -0.071 0.042
H 4.39833 -1.12614 -4.00682 -0.083 0.046 -0.025
H 3.06716 -0.98710 -5.19298 0.046 0.002 0.062
H 2.24052 -0.33041 -3.00803 0.043 0.048 0.030
H 2.81376 -1.85385 -2.26435 -0.021 0.040 -0.008
```
Forces are in eV/Å.

Summary:
2S+1 ... 1
Total charge ... 0
DFT total energy ... -28205.147 eV
SMILES ... O=C(Cc1ccc(-c2ccccc2)cc1)NCCN1CCOCC1
Energy above the lowest of the compared OMol25 structures with the same formula, charge and spin ... 1.568 eV
HOMO ... -8.7 eV
LUMO ... 0.6340 eV



Entry 3:
C6H16N2 in the gas phase at a distorted geometry, computed with ωB97M-V/def2-TZVPD.

XYZ file:
```
24
Properties=species:S:1:pos:R:3:forces:R:3
C 0.14016 -1.81466 0.04238 -0.094 0.360 0.148
C 0.06288 -0.34936 0.46778 -3.252 1.137 -0.998
N 1.09255 0.51728 0.00441 3.129 -0.926 2.272
C 2.37151 0.16857 0.84006 -1.248 1.118 -1.774
C 1.36373 0.48181 -1.41643 0.050 0.012 0.019
N -1.21223 0.34320 -0.11337 1.310 -1.020 -0.079
C -1.42550 1.68625 0.37633 0.118 -0.159 0.263
C -2.44037 -0.40610 -0.17962 0.103 -0.052 0.248
H -0.62890 -2.39484 0.54502 -0.037 -0.100 0.019
H 0.01771 -1.92199 -1.03205 -0.037 -0.002 -0.105
H 1.10960 -2.22343 0.32148 0.041 -0.048 0.034
H -0.00499 -0.27345 1.56740 0.249 -0.076 -0.175
H 2.84908 -0.76546 0.51582 -0.162 0.049 0.042
H 3.05649 0.99314 0.64942 0.201 -0.087 0.103
H 2.14977 0.13657 1.90524 -0.207 -0.016 -0.116
H 2.08034 1.27145 -1.64764 -0.016 -0.031 -0.058
H 0.43194 0.67387 -1.94497 0.030 0.030 -0.042
H 1.77682 -0.47188 -1.77105 0.055 -0.050 0.006
H -2.09736 2.22253 -0.29844 -0.034 -0.050 0.045
H -0.48066 2.22402 0.41542 -0.024 -0.041 -0.012
H -1.86936 1.68956 1.38572 -0.068 0.095 0.044
H -2.86925 -0.60047 0.81816 -0.143 -0.080 -0.011
H -3.17152 0.16822 -0.75604 0.016 -0.030 0.086
H -2.30243 -1.35480 -0.69506 0.021 -0.035 0.041
```
Forces are in eV/Å.

Summary:
2S+1 ... 1
Total charge ... 0
DFT total energy ... -9460.582 eV
SMILES ... CC(N(C)C)N(C)C
Energy above the lowest of the compared OMol25 structures with the same formula, charge and spin ... 1.493 eV
HOMO ... -8.0 eV
LUMO ... 1.0172 eV